{"formula": "C5H8N5", "method": "ωB97M-V/def2-TZVPD", "relative_energy_kcal_mol": 36.8, "fmax_ev_per_a": 4.25, "charge": 1, "total_energy_ev": -12752.33798, "multiplicity": 3, "lumo_energy_ev": [-4.557, -7.715], "s2": 2.0135, "gap_ev": [7.32, 6.42], "e_homo_ha": [-0.436, -0.519], "species": ["C", "C", "C", "C", "C", "N", "N", "N", "N", "N", "H", "H", "H", "H", "H", "H", "H", "H"], "xyz": [[-0.88422, 1.53100, -0.51959], [-0.81125, 0.66188, 0.48454], [-0.40835, -1.79861, 1.22023], [-1.29748, 0.92733, -1.72251], [2.00554, -1.64979, 1.35765], [0.68783, -2.17418, 1.68346], [-1.13822, -0.42129, -1.94840], [-0.68700, -0.67972, 0.22262], [-1.82967, 1.57672, -2.78684], [-0.72586, -1.12007, -1.03362], [-1.01930, 2.55137, -0.23395], [-0.55775, 0.95365, 1.47655], [-1.29450, -2.16532, 1.72894], [2.21680, -0.83739, 2.10001], [2.75780, -2.42885, 1.71179], [-1.69649, 2.59838, -2.74395], [-1.68705, 1.05517, -3.65727], [2.34454, -1.27112, 0.38547]]}